C21H61B5NO26PS6 as an isolated structure, computed with ωB97M-V/def2-TZVPD.

ORCA input file:
```
! RIJCOSX wB97M-V def2-TZVPD def2/J DEFGRID3
* xyz 0 1
C 0.899 -2.002 2.772
B 1.090 -0.477 2.436
O 1.738 0.369 3.300
B 0.499 0.202 0.971
O 0.623 1.570 0.722
B 1.285 1.706 -0.491
B 2.786 2.476 -0.700
O 2.979 3.219 -1.864
N 3.853 2.336 0.270
C 4.258 0.948 0.423
C 3.548 2.999 1.550
O 0.670 1.036 -1.576
B 0.651 -0.271 -1.204
P 1.671 -1.524 -2.272
O 1.059 -1.839 -3.556
O 3.057 -0.748 -2.548
O 2.100 -2.809 -1.418
O -0.044 -0.587 -0.065
H 0.513 -2.526 1.905
H 0.260 -2.133 3.641
H 1.865 -2.440 3.030
H 2.590 -0.040 3.545
H 3.217 2.589 -2.571
H 4.404 0.457 -0.535
H 5.214 0.927 0.938
H 3.558 0.334 1.010
H 3.828 2.353 2.375
H 4.183 3.879 1.632
H 2.523 3.355 1.630
H 3.497 -1.166 -3.310
H 2.992 -3.067 -1.713
O 0.070 5.839 5.289
S 0.133 6.001 3.869
O 1.197 5.420 3.110
O 0.040 7.551 3.523
C 0.962 8.441 4.179
C 2.346 8.394 3.562
C -1.397 5.516 3.149
H 0.994 8.221 5.248
H 0.536 9.435 4.065
H 2.826 7.433 3.741
H 2.974 9.175 3.992
H 2.288 8.537 2.484
H -2.207 5.996 3.690
H -1.474 4.434 3.238
H -1.399 5.807 2.102
O 5.107 -7.465 -3.506
S 5.023 -6.233 -4.226
O 4.595 -5.038 -3.566
O 4.134 -6.448 -5.522
C 2.820 -7.028 -5.345
C 1.809 -6.025 -4.825
C 6.547 -5.923 -5.050
H 2.886 -7.902 -4.695
H 2.525 -7.379 -6.332
H 2.037 -5.725 -3.802
H 0.810 -6.459 -4.835
H 1.810 -5.123 -5.436
H 6.841 -6.820 -5.586
H 7.282 -5.677 -4.287
H 6.413 -5.086 -5.729
O 6.348 -0.441 3.272
S 5.619 -0.912 4.410
O 4.186 -0.870 4.417
O 6.167 -0.183 5.708
C 6.222 1.262 5.691
C 4.863 1.896 5.915
C 6.151 -2.537 4.822
H 6.673 1.604 4.759
H 6.899 1.534 6.498
H 4.194 1.710 5.076
H 4.968 2.974 6.033
H 4.391 1.486 6.807
H 7.236 -2.549 4.856
H 5.786 -3.202 4.042
H 5.724 -2.810 5.783
O -4.060 -5.180 -0.175
S -3.743 -5.024 -1.564
O -2.777 -5.873 -2.187
O -3.357 -3.507 -1.834
C -2.334 -2.916 -1.003
C -0.939 -3.337 -1.420
C -5.228 -5.043 -2.506
H -2.525 -3.149 0.045
H -2.450 -1.840 -1.120
H -0.771 -4.396 -1.225
H -0.205 -2.778 -0.856
H -0.788 -3.175 -2.486
H -5.936 -4.361 -2.046
H -5.614 -6.060 -2.488
H -5.005 -4.746 -3.527
O -2.382 5.886 -1.533
S -1.327 6.817 -1.276
O -1.356 7.667 -0.124
O -1.099 7.710 -2.574
C -2.246 8.383 -3.132
C -2.622 9.627 -2.351
C 0.217 5.972 -1.315
H -3.085 7.690 -3.204
H -1.959 8.653 -4.146
H -2.996 9.373 -1.360
H -3.400 10.179 -2.878
H -1.754 10.273 -2.218
H 0.262 5.363 -2.214
H 0.263 5.344 -0.427
H 1.018 6.705 -1.300
O -9.388 -3.182 -1.111
S -9.360 -4.609 -1.011
O -9.089 -5.419 -2.158
O -10.714 -5.101 -0.331
C -11.955 -4.651 -0.911
C -12.316 -5.416 -2.169
C -8.278 -5.085 0.295
H -11.910 -3.577 -1.098
H -12.710 -4.816 -0.145
H -11.621 -5.197 -2.978
H -13.319 -5.145 -2.498
H -12.279 -6.490 -1.988
H -8.520 -4.501 1.178
H -7.261 -4.877 -0.030
H -8.403 -6.148 0.482
*
```

Summary:
**E**: -5702.80154 Ha
**Molar mass**: 1021.136 g mol⁻¹

Mulliken population analysis, charges in e, atoms 1 to 6:
1 C -0.8428
2 B 1.1298
3 O -0.4217
4 B -0.7034
5 O 0.1016
6 B -0.0066

---

A 7-piece molecular cluster, C21H61N7O7 overall, computed with ωB97M-V/def2-TZVPD.

ORCA input file:
```
! RIJCOSX wB97M-V def2-TZVPD def2/J DEFGRID3
* xyz 0 1
C -2.747 -1.686 -1.781
O -1.771 -1.633 -1.009
N -3.770 -0.757 -1.765
N -2.850 -2.675 -2.752
H -3.624 -0.024 -1.093
H -4.629 -0.807 -2.266
H -3.642 -2.670 -3.363
H -2.207 -3.442 -2.801
C -2.980 -1.240 2.105
C -4.077 -0.796 3.077
C -3.495 -0.554 4.474
O -4.289 0.340 5.201
C -3.639 0.840 6.342
N -4.751 0.383 2.475
H -2.323 -0.498 1.662
H -3.336 -2.009 1.413
H -2.304 -1.942 2.645
H -4.811 -1.608 3.077
H -2.484 -0.131 4.341
H -3.388 -1.504 5.017
H -3.414 0.007 7.027
H -4.345 1.478 6.861
H -2.700 1.296 6.047
H -5.367 0.823 3.157
H -4.045 1.095 2.277
C -2.380 2.032 -0.915
C -1.355 3.124 -0.531
C -0.681 2.911 0.774
O -1.578 2.989 1.870
C -0.885 3.183 3.074
N -0.276 3.095 -1.564
H -1.820 1.089 -0.855
H -2.637 2.115 -1.975
H -3.318 1.932 -0.358
H -1.886 4.079 -0.585
H 0.103 3.688 0.818
H -0.087 1.978 0.780
H -0.471 2.232 3.458
H -1.606 3.528 3.807
H -0.016 3.848 3.035
H 0.194 2.206 -1.337
H -0.646 2.866 -2.483
C 2.001 -3.711 2.067
C 1.550 -2.272 2.246
C 1.917 -1.807 3.671
O 0.875 -2.177 4.549
C 0.651 -1.253 5.589
N 2.168 -1.420 1.201
H 3.070 -3.838 1.893
H 1.458 -4.174 1.242
H 1.745 -4.229 2.995
H 0.462 -2.191 2.283
H 2.097 -0.720 3.714
H 2.857 -2.289 3.993
H -0.016 -1.732 6.292
H 0.278 -0.324 5.155
H 1.612 -1.032 6.068
H 3.172 -1.513 1.386
H 1.992 -0.450 1.486
C 4.164 6.060 -3.434
C 4.631 4.688 -3.927
C 3.695 3.589 -3.386
O 3.743 3.463 -2.001
C 2.947 2.405 -1.494
N 4.679 4.663 -5.371
H 4.949 6.789 -3.630
H 4.034 5.970 -2.355
H 3.216 6.334 -3.896
H 5.614 4.437 -3.509
H 3.955 2.635 -3.886
H 2.688 3.820 -3.800
H 2.483 2.844 -0.612
H 3.635 1.613 -1.180
H 2.202 2.011 -2.177
H 4.898 3.776 -5.799
H 3.852 5.066 -5.786
C 1.517 -2.422 -4.607
C 0.972 -2.555 -3.193
C 0.678 -4.057 -2.979
O -0.461 -4.455 -3.665
C -0.981 -5.702 -3.192
N 1.973 -2.120 -2.218
H 1.792 -1.418 -4.907
H 0.787 -2.856 -5.301
H 2.330 -3.149 -4.717
H -0.001 -2.102 -3.004
H 0.581 -4.225 -1.888
H 1.534 -4.708 -3.229
H -1.587 -5.571 -2.286
H -0.148 -6.374 -2.946
H -1.556 -6.158 -3.994
H 2.672 -2.871 -2.176
H 1.563 -2.183 -1.285
O 0.404 -0.048 -0.575
H 1.239 -0.448 -0.255
H -0.250 -0.787 -0.549
*
```

Summary:
**Energy relative to the best compared isomer or geometry (same formula, charge and spin)**: 107.9 kJ/mol
**Structure (SMILES)**: COC[C@H](C)N.COC[C@H](C)N.COC[C@H](C)N.COC[C@H](C)N.COC[C@H](C)N.NC(N)=O.O
**E**: -1746.59770 Ha
**Molar mass**: 523.761 g mol⁻¹

Mulliken population analysis, charges in e, atoms 1 to 6:
1 C 0.6431
2 O -0.6969
3 N -0.3211
4 N -0.3086
5 H 0.1891
6 H 0.1861

---

A 11-piece molecular cluster, C21H62N2O11 overall, computed with ωB97M-V/def2-TZVPD.

ORCA input file:
```
! RIJCOSX wB97M-V def2-TZVPD def2/J DEFGRID3
* xyz 0 1
C 2.069 -3.844 4.273
O 1.466 -2.727 4.893
H 2.462 -4.545 5.020
H 1.264 -4.383 3.764
H 2.821 -3.549 3.547
H 2.160 -2.145 5.228
C -0.132 -2.758 0.795
O -0.014 -1.385 0.812
H 0.886 -3.141 0.727
H -0.496 -3.109 1.770
H -0.719 -3.105 -0.048
H -0.800 -0.906 1.124
C 0.845 -2.717 -3.107
O -0.261 -1.793 -3.523
H 1.814 -2.403 -3.500
H 0.893 -2.718 -2.019
H 0.654 -3.757 -3.415
H -0.489 -1.956 -4.446
O -2.206 -1.859 4.534
H -3.045 -1.398 4.654
H -1.928 -1.613 3.623
O -2.300 -0.385 2.028
H -2.876 -0.766 1.333
H -2.749 0.453 2.268
O 0.405 0.002 3.764
H 0.159 -0.706 4.394
H -0.066 -0.222 2.949
O -2.191 -4.824 -1.414
H -1.548 -5.187 -0.778
H -3.070 -5.025 -1.039
O -2.647 -1.994 -1.927
H -1.798 -1.756 -2.395
H -2.494 -2.946 -1.754
O 0.896 -5.401 -1.163
H 0.897 -6.000 -0.395
H 0.335 -5.844 -1.827
C 3.923 2.246 0.232
C 3.122 1.448 -0.809
C 3.726 1.642 -2.146
C 4.961 0.764 -2.386
C 4.626 -0.710 -2.175
C 4.048 -0.955 -0.806
N 3.053 0.034 -0.510
O 2.520 -0.153 0.768
C 3.375 -2.287 -0.832
C 5.158 -0.982 0.269
C 1.722 2.023 -0.891
H 3.932 3.312 -0.020
H 3.524 2.132 1.247
H 4.977 1.928 0.293
H 2.976 1.413 -2.919
H 3.976 2.706 -2.285
H 5.261 0.879 -3.434
H 5.811 1.064 -1.773
H 5.564 -1.292 -2.172
H 3.958 -1.082 -2.949
H 2.470 -2.261 -1.445
H 3.160 -2.642 0.172
H 4.042 -3.008 -1.332
H 5.886 -0.166 0.128
H 5.745 -1.911 0.224
H 4.744 -0.871 1.272
H 1.756 3.019 -1.329
H 1.103 1.374 -1.525
H 1.226 1.985 0.083
H 1.653 -0.618 0.598
C -4.683 1.440 -1.721
C -3.569 2.160 -1.114
C -3.300 3.433 -1.880
C -2.542 4.498 -1.032
C -3.292 4.737 0.295
C -3.342 3.490 1.152
N -3.955 2.486 0.294
O -4.380 1.330 1.079
C -1.954 3.126 1.713
C -4.286 3.767 2.318
C -2.339 1.244 -1.281
H -4.521 1.417 -2.798
H -5.632 1.941 -1.511
H -4.723 0.408 -1.373
H -2.624 3.134 -2.698
H -4.195 3.831 -2.361
H -2.402 5.425 -1.582
H -1.555 4.075 -0.795
H -4.327 5.033 0.083
H -2.798 5.540 0.861
H -1.244 2.818 0.958
H -1.501 4.011 2.185
H -2.009 2.342 2.470
H -4.361 2.896 2.981
H -4.005 4.658 2.861
H -5.314 3.870 1.929
H -1.365 1.711 -1.109
H -2.243 0.959 -2.354
H -2.412 0.320 -0.739
H -5.323 1.284 0.869
*
```

Summary:
**Energy relative to the best compared isomer or geometry (same formula, charge and spin)**: 0.0 kJ/mol
**Structure (SMILES)**: CC1(C)CCCC(C)(C)N1O.CC1(C)CCCC(C)(C)N1O.CO.CO.CO.O.O.O.O.O.O
**E**: -1774.33621 Ha
**Molar mass**: 518.730 g mol⁻¹

Mulliken population analysis, charges in e, atoms 1 to 6:
1 C -0.5136
2 O -0.4545
3 H 0.3105
4 H 0.1678
5 H 0.2144
6 H 0.2834

---

A 10-piece molecular cluster, C21H62NO21S overall, computed with ωB97M-V/def2-TZVPD.

ORCA input file:
```
! RIJCOSX wB97M-V def2-TZVPD def2/J DEFGRID3
* xyz -1 1
C 45.672 23.148 11.054
N 46.227 23.755 12.381
C 45.083 24.051 13.195
C 47.121 22.665 13.111
C 46.920 24.942 12.011
C 48.404 24.726 11.557
O 49.027 25.810 11.003
H 44.923 22.495 11.316
H 46.322 22.536 10.487
H 45.003 24.083 10.451
H 45.533 24.264 14.083
H 44.217 23.302 13.274
H 44.549 24.921 12.941
H 47.644 23.170 13.954
H 47.977 22.266 12.450
H 46.414 21.857 13.513
H 46.743 25.470 13.050
H 46.199 25.378 11.216
H 48.680 23.961 10.908
H 48.987 24.396 12.443
H 49.771 25.320 10.632
S 52.460 24.601 10.747
O 51.166 24.877 10.104
O 53.209 23.639 9.911
O 53.195 25.877 10.926
O 52.158 23.978 12.035
C 55.804 23.708 7.643
C 56.383 23.636 9.129
O 57.726 23.949 9.012
O 54.468 23.496 7.738
H 56.174 23.103 6.932
H 55.980 24.732 7.302
H 56.172 22.698 9.589
H 55.793 24.331 9.844
H 58.157 24.076 9.870
H 54.190 23.705 8.460
C 52.267 20.756 13.832
C 51.235 20.737 12.786
O 50.551 21.917 12.781
O 52.838 19.516 13.900
H 51.796 20.926 14.854
H 52.901 21.441 13.582
H 50.526 20.056 13.140
H 51.532 20.591 11.662
H 51.299 22.571 12.510
H 53.675 19.436 13.317
C 50.529 22.442 7.990
C 50.538 21.396 9.116
O 51.330 20.410 8.773
O 49.808 23.560 8.331
H 50.191 22.126 6.966
H 51.532 22.786 7.938
H 49.597 20.992 9.565
H 50.860 22.019 10.059
H 52.248 20.629 8.944
H 50.340 24.220 8.958
C 54.706 21.016 11.027
C 54.684 19.506 11.262
O 55.043 19.219 12.480
O 54.077 21.294 9.803
H 55.723 21.500 11.126
H 54.187 21.482 11.750
H 55.271 19.096 10.474
H 53.483 19.122 11.226
H 56.036 19.008 12.475
H 53.826 22.142 9.917
C 52.585 24.715 15.395
C 53.770 24.903 14.599
O 54.206 23.883 13.777
O 51.437 24.742 14.403
H 52.454 25.515 16.045
H 52.590 23.821 15.953
H 54.658 25.333 15.129
H 53.773 25.830 13.957
H 53.464 23.867 13.198
H 51.699 24.164 13.716
C 55.902 27.775 10.999
C 55.678 27.658 9.463
O 54.166 27.728 9.447
O 55.548 26.555 11.657
H 55.288 28.408 11.511
H 57.048 27.833 11.224
H 56.089 26.631 9.034
H 55.884 28.654 8.880
H 53.760 26.990 9.834
H 54.518 26.286 11.488
C 50.995 27.458 6.167
C 51.432 26.743 7.508
O 50.404 26.689 8.339
O 52.041 27.462 5.132
H 50.777 28.467 6.476
H 50.100 26.923 5.727
H 52.161 27.354 7.976
H 51.521 25.705 7.458
H 50.634 25.870 8.889
H 52.008 26.559 4.751
C 50.830 29.385 13.081
C 51.265 28.193 12.278
O 52.582 28.059 12.190
O 49.389 29.431 13.136
H 51.234 30.422 12.793
H 51.638 29.522 13.957
H 50.764 28.129 11.367
H 50.722 27.339 12.779
H 52.676 27.252 11.729
H 49.240 28.945 14.000
*
```

Summary:
**Energy relative to the best compared isomer or geometry (same formula, charge and spin)**: 44.2 kJ/mol
**E**: -2869.82097 Ha
**Molar mass**: 696.780 g mol⁻¹

Mulliken population analysis, charges in e, atoms 1 to 6:
1 C -0.9601
2 N 0.3259
3 C -1.0211
4 C -0.7070
5 C -0.6003
6 C -0.0416